1.
An isolated molecule of C5H10O2S. Source: OMol25; level of theory: wB97M-V/def2-TZVPD.

Calculated values
multiplicity = 1
maximum force = 0.086 Eh/bohr
ΔE to the lowest compared entry with this formula, charge and spin = 233.2 kJ/mol
SMILES = C[C@@H]1[C@@H](C)CS1(=O)=O
total energy = -20275.2749 eV
LUMO = 0.9 eV
orbital gap = 11.47 eV

Geometry as XYZ:
```
18
C5H10O2S (wB97M-V/def2-TZVPD)
H 1.99648 1.67724 -0.33088
C 0.16391 0.67781 0.47624
H 0.30283 0.48979 1.51362
O -2.27870 0.00113 1.03964
C 1.11209 1.87520 0.12705
S -1.56963 0.71085 0.05376
O -2.12695 1.94087 -0.58722
H -0.97840 -0.50225 -2.09837
C -0.98402 -0.64550 -1.05758
H -1.51758 -1.55880 -1.10339
H 0.66815 2.52761 -0.64575
C 0.51243 -1.86887 0.59295
C 0.38104 -0.72917 -0.40902
H 1.36338 -0.67944 -0.98607
H 1.37766 2.58533 0.90382
H 1.38780 -1.76852 1.27162
H -0.39274 -1.92508 1.18775
H 0.58224 -2.80820 0.05183
```

***

2.
An isolated molecule of C5H10O2S. Source: OMol25; level of theory: wB97M-V/def2-TZVPD.

Calculated values
multiplicity = 1
maximum force = 0.032 Eh/bohr
ΔE to the lowest compared entry with this formula, charge and spin = 145.7 kJ/mol
SMILES = C[C@@]1(O)C[C@]1(O)CS
total energy = -20276.1814 eV
LUMO = 0.7 eV
orbital gap = 9.87 eV

Geometry as XYZ:
```
18
C5H10O2S (wB97M-V/def2-TZVPD)
H -1.45531 -0.77645 -1.64401
H 2.13397 1.05219 -1.30637
H -0.18096 -0.93813 1.80530
C -0.43877 0.22952 -0.10047
H 1.97912 1.51829 0.34833
H 3.08749 0.23104 -0.10524
O 1.22114 -1.60009 -0.25835
H -1.31925 -1.64703 -0.05158
C 0.17355 -0.05395 1.24472
H -1.57098 1.78004 -0.45011
H 0.36166 0.85773 1.81859
O -0.63819 1.55301 -0.44663
H 1.17308 -1.74939 -1.23388
C 2.10934 0.68945 -0.27659
H -2.91728 -0.02429 1.22768
S -3.17418 -0.13840 -0.06194
C 0.98377 -0.26397 0.02754
C -1.52821 -0.71955 -0.53697
```

***

3.
A cluster of 2 separate species, C5H10O4Se in total. Source: OMol25; level of theory: wB97M-V/def2-TZVPD.

Calculated values
multiplicity = 1
maximum force = 0.077 Eh/bohr
ΔE to the lowest compared entry with this formula, charge and spin = 119.3 kJ/mol
total energy = -78879.5265 eV
LUMO = 0.4 eV
orbital gap = 9.16 eV

Geometry as XYZ:
```
20
C5H10O4Se (wB97M-V/def2-TZVPD)
H -1.69066 0.83664 -0.20386
H 0.23029 2.77833 -0.29236
H -0.09983 -1.47452 -2.25396
H -0.61485 -2.64611 0.55606
C 0.86881 0.43374 -0.56822
H 1.56540 -1.59772 -0.19767
O 0.72801 -1.65799 -1.85954
H 2.24772 0.21630 -1.87862
C 0.48346 1.11012 0.73526
C -0.63702 -1.60963 0.16235
H -1.37604 -1.19742 -0.55083
C -0.84865 0.51578 1.04888
O -0.93971 -0.85404 1.34338
O 2.16636 0.63389 -1.03525
O 0.54054 2.50930 0.69090
H 1.24672 0.69819 1.53216
H -2.89526 0.49693 2.01451
H 0.14205 0.79243 -1.30778
Se -1.76571 1.23064 2.59372
C 0.64838 -1.21486 -0.52913
```

***

4.
An isolated molecule of C5H10O5. Source: OMol25; level of theory: wB97M-V/def2-TZVPD.

Calculated values
multiplicity = 1
maximum force = 0.100 Eh/bohr
ΔE to the lowest compared entry with this formula, charge and spin = 249.8 kJ/mol
SMILES = OC[C@]1(O)OC[C@H](O)[C@H]1O
total energy = -15582.5753 eV
LUMO = 0.5 eV
orbital gap = 10.30 eV

Geometry as XYZ:
```
20
C5H10O5 (wB97M-V/def2-TZVPD)
H 1.58373 -0.51841 3.13812
O -0.60687 0.14106 -1.84813
C 0.91969 -1.05734 1.15991
H -1.50439 0.63124 -1.95034
H -2.06913 2.06992 0.16032
H 0.48505 2.15075 -0.98581
H 1.57692 -1.95012 1.08364
O -1.20631 -0.33907 0.38349
H 0.99557 -0.99843 -2.17857
C -0.25177 0.22992 -0.52205
H 0.01751 1.90545 0.80900
C 1.09000 -0.38356 -0.22106
H -1.14030 -1.59553 2.03922
C -0.57428 -1.45265 1.05124
C -0.23575 1.72082 -0.28319
H 1.93043 0.40122 -0.13319
O 1.23189 -0.06272 2.16495
O 1.25974 -1.29351 -1.23384
H -0.74560 -2.31229 0.33301
O -1.53059 2.28838 -0.64453
```

***

5.
A structure of composition C5H10O5Rb. Source: OMol25; level of theory: wB97M-V/def2-TZVPD.

Calculated values
multiplicity = 1
maximum force = 0.062 Eh/bohr
total charge = -1
ΔE to the lowest compared entry with this formula, charge and spin = 347.2 kJ/mol
total energy = -16233.8981 eV
LUMO = 0.9 eV
orbital gap = 2.01 eV

Geometry as XYZ:
```
21
C5H10O5Rb (wB97M-V/def2-TZVPD)
O -1.32334 0.95684 -0.60133
H -0.97859 -1.23187 1.03471
C 3.68521 -0.94392 1.05698
O 4.97823 -0.86063 1.53413
O -2.56792 0.09003 1.09854
O -3.55142 1.35920 -0.37488
H -0.60421 0.01645 2.11730
C -3.52413 2.35069 -1.33947
H 2.26170 -1.82495 -0.41333
H 2.93170 -1.31023 1.75421
H -2.72477 2.25043 -2.07369
C 3.33718 -1.82975 -0.23606
H 3.37528 -2.89882 -0.02695
H -3.59682 3.33190 -0.87038
H -1.79521 -1.04058 2.63293
H 3.51502 0.07509 0.70946
Rb 1.12367 0.50832 -4.21773
C -2.40027 0.79662 -0.02774
O 3.74408 -1.54091 -1.53850
C -1.45704 -0.53855 1.72645
H -4.42835 2.28467 -1.94455
```

***

6.
An isolated molecule of C5H10O5S. Source: OMol25; level of theory: wB97M-V/def2-TZVPD.

Calculated values
multiplicity = 1
maximum force = 0.123 Eh/bohr
ΔE to the lowest compared entry with this formula, charge and spin = 230.0 kJ/mol
SMILES = CCOC[C@@H]1COS(=O)(=O)O1
total energy = -26414.5271 eV
LUMO = 0.1 eV
orbital gap = 10.63 eV

Geometry as XYZ:
```
21
C5H10O5S (wB97M-V/def2-TZVPD)
H -3.29639 -0.21837 2.21938
C -0.77760 -0.19659 -0.98773
H 1.41440 1.27235 0.89278
H -1.53684 0.38393 2.55428
H -0.78082 -0.08987 -2.17446
C 0.81117 -0.38854 -0.57076
C -2.42611 0.92014 0.43307
O -1.22493 1.07646 -0.40161
O 4.22451 -1.06833 -1.97859
H -1.88848 -1.18249 1.41908
O 3.07561 0.50221 -0.08974
O 3.17187 -2.30050 0.13142
C -2.22545 -0.09204 1.72798
H -2.64173 1.99384 0.90703
H 0.77121 -0.95640 0.45171
H -1.45365 -1.12104 -0.74753
H 1.63416 1.88840 -0.95462
C 1.68086 0.98649 -0.21021
S 3.20385 -1.07107 -0.80766
O 1.67512 -1.00124 -1.63028
H -3.41077 0.66265 -0.18353
```